119
Properties=species:S:1:pos:R:3:forces:R:3 method="wB97M-V/def2-TZVPD" spin_multiplicity=1 relative_energy_kj_mol=122.8 charge=-2 energy_ha=-3655.0021 e_lumo_ev=3.3
Rb 0.903579 -0.584941 -0.165541 0.284 -0.224 -0.078
S 1.745858 -3.959903 -4.937244 -0.002 0.023 0.061
S -3.671279 -2.362348 0.955132 -0.009 -0.010 0.079
O 1.480495 2.683942 2.740976 -0.052 -0.055 0.127
O 3.679718 2.134871 3.228408 -0.045 0.089 -0.097
O -9.150368 -4.625126 4.252655 0.000 -0.016 0.001
O -8.088638 -6.548361 4.027964 -0.028 0.030 0.013
N -2.012887 -4.175825 -1.708884 0.029 -0.033 -0.017
N 0.480259 2.311088 -1.182967 -0.106 0.007 0.043
N -2.648847 -0.229690 -2.224770 -0.018 -0.031 -0.032
N 1.261700 -1.899062 -3.441136 0.114 0.090 0.027
N -1.569154 0.557943 -1.888754 0.019 0.107 0.140
N 2.187701 0.332285 2.299371 0.161 0.074 0.158
N -1.260818 -1.975468 -1.530195 -0.010 0.083 0.094
C 3.885116 -4.363924 -2.766755 0.026 -0.015 -0.048
C 0.610055 -2.792316 -5.516825 0.012 -0.043 -0.030
C 1.414524 3.175960 -0.812493 0.001 0.057 0.026
C 3.556409 -3.545868 -0.156025 0.029 0.024 -0.011
C 2.469235 -0.624642 5.088441 -0.003 0.032 -0.045
C -4.177880 -4.764748 -2.617247 -0.004 -0.010 -0.007
C -3.220728 -3.809531 -2.278799 -0.023 -0.009 -0.016
C 3.234098 -0.959628 3.967529 -0.053 -0.054 0.041
C -4.671035 -2.068650 -3.072700 0.000 -0.016 0.006
C 3.924360 5.703399 4.112557 -0.002 -0.013 -0.019
C 2.880361 -3.452850 -2.406458 -0.043 0.037 -0.026
C -0.979875 -1.703085 -6.914929 0.022 -0.043 -0.003
C 5.037324 -1.594968 5.449018 0.053 -0.015 0.006
C -1.117824 -0.653735 -5.989025 -0.025 0.022 0.015
C -1.152964 3.743996 -0.185037 -0.004 -0.001 -0.012
C -1.776871 1.091451 -7.666654 -0.003 0.012 -0.002
C 2.704359 -0.836722 2.585184 -0.185 0.156 -0.145
C 0.485003 -1.765613 -4.574026 -0.023 -0.015 -0.051
C -7.060739 -3.161314 2.977778 -0.039 -0.011 0.026
C -6.045810 -2.497965 2.333561 0.018 0.041 -0.017
C 2.594028 6.011666 3.833270 -0.019 -0.025 -0.013
C 4.728035 -4.872663 -1.798792 0.012 -0.010 0.015
C -2.428257 -1.495613 -2.088027 -0.027 -0.006 0.007
C -5.939692 -5.241260 2.611548 -0.068 -0.043 0.044
C 1.149542 4.355576 -0.128234 -0.027 -0.005 -0.006
C -0.125709 -2.766665 -6.695277 -0.034 0.047 -0.004
C -0.167188 4.640146 0.188984 0.044 0.002 0.001
C 6.269832 6.287224 4.891611 -0.009 0.022 0.011
C -2.042763 1.592754 -5.251326 0.009 -0.016 -0.032
C -5.621228 -3.008982 -3.412641 0.031 -0.008 0.016
C 4.305836 7.379109 5.936279 0.017 -0.009 0.000
C 4.553029 -4.457246 -0.478319 0.009 -0.005 -0.020
C 4.951137 7.928243 3.582073 -0.001 -0.019 -0.002
C -3.523621 -0.090389 -6.312638 0.018 -0.007 -0.010
C 1.683335 5.058489 3.367994 0.066 0.044 0.022
C -4.923571 -4.583322 1.963021 0.071 0.027 -0.033
C 1.976960 -2.969871 -3.466396 -0.026 -0.131 -0.017
C -4.925407 -3.175003 1.785829 -0.029 -0.046 -0.048
C -2.098743 0.479305 -6.297197 0.007 -0.011 0.013
C -3.458587 -2.455834 -2.505033 0.030 0.066 -0.004
C -8.168046 -5.192368 3.836800 0.041 -0.017 -0.024
C 4.856397 6.805040 4.623641 0.004 -0.006 0.003
C 4.368719 4.386748 3.922097 -0.012 0.053 0.015
C -0.381788 -0.697720 -4.816588 -0.005 0.034 -0.007
C 3.468890 3.450845 3.464466 0.006 -0.023 0.001
C -5.370234 -4.361887 -3.179670 0.003 0.013 0.003
C 2.657701 -2.989522 -1.094214 -0.129 -0.088 0.050
C -1.850131 1.620753 -1.252138 0.082 -0.017 -0.051
C 2.145150 3.776476 3.183670 -0.027 0.037 -0.021
C 4.265874 -1.263068 6.558084 -0.022 0.007 0.018
C 2.974795 -0.788953 6.369667 0.005 0.008 0.056
C 4.517303 -1.472257 4.172370 -0.011 -0.020 -0.026
C -7.044434 -4.554350 3.139258 -0.001 -0.005 0.002
C -1.108065 -3.237874 -1.353301 -0.097 0.008 -0.129
C -0.792149 2.587497 -0.871420 -0.075 -0.105 -0.067
B 2.421564 1.605949 2.787091 0.067 -0.074 -0.038
H -6.118495 -5.103004 -3.430247 -0.008 -0.006 -0.002
H 2.435172 2.907580 -1.065874 0.003 0.003 0.007
H -0.420450 5.541584 0.733434 -0.001 -0.005 0.002
H -6.564279 -2.697709 -3.842171 -0.009 -0.005 -0.003
H -0.175339 -3.592818 -0.918177 0.022 -0.022 -0.011
H 6.729190 5.888313 3.986311 0.010 -0.007 -0.016
H 1.955828 5.010963 0.172148 0.010 -0.008 -0.006
H -3.983638 -5.812336 -2.419948 0.003 -0.004 0.003
H 6.046193 -1.968130 5.587593 0.005 -0.001 -0.006
H 6.894930 7.107247 5.253206 0.004 -0.002 0.000
H 4.972231 8.155492 6.322683 0.003 0.010 0.001
H -6.082301 -1.421526 2.223065 -0.008 0.002 0.003
H -2.466591 1.912647 -7.879309 -0.008 0.008 -0.008
H 5.512887 -5.572142 -2.064902 0.007 -0.005 0.003
H 5.207119 -4.848941 0.296313 0.012 -0.007 0.015
H -7.905505 -2.616484 3.380948 0.003 0.011 -0.005
H 2.361653 -0.537097 7.228081 -0.007 -0.001 0.002
H 4.664835 -1.384140 7.558080 0.001 -0.002 0.013
H -1.562252 -1.691358 -7.828290 -0.008 0.005 -0.009
H -0.454437 0.064998 -4.053518 -0.017 0.016 0.020
H 3.972030 8.357455 3.369408 -0.016 0.008 0.001
H 4.022115 -4.659870 -3.804374 0.017 -0.013 0.005
H -2.347617 1.229966 -4.271653 -0.006 -0.008 0.031
H 3.318426 7.818368 5.795809 -0.021 0.008 -0.001
H 5.095354 -1.766343 3.304172 0.015 -0.013 -0.011
H -1.865991 0.361724 -8.472140 0.002 -0.009 -0.013
H 3.471869 -3.230977 0.881684 -0.006 0.003 0.026
H 5.603094 8.728762 3.941371 0.019 0.018 0.009
H -3.631481 -0.872154 -7.066916 -0.008 -0.006 -0.005
H 4.218065 6.593022 6.687994 -0.001 -0.002 0.012
H -4.850765 -1.011827 -3.212071 0.001 0.019 0.005
H -2.724435 2.396064 -5.543013 -0.005 0.008 -0.002
H -7.247413 -6.859602 3.677377 0.008 0.005 -0.003
H 1.466286 -0.242477 4.937088 -0.019 0.002 0.014
H -2.876322 1.842890 -0.951904 0.008 0.019 0.006
H -4.247412 0.699618 -6.530943 -0.018 0.017 -0.004
H -1.038645 2.012574 -5.167045 0.014 0.012 0.005
H -5.851657 -6.323284 2.690826 0.012 0.000 -0.011
H -3.765218 -0.522759 -5.340923 -0.007 -0.006 0.006
H -4.081304 -5.138298 1.568497 -0.009 -0.007 0.001
H 0.652341 5.314611 3.167472 -0.036 0.000 -0.012
H 6.271012 5.503259 5.650230 0.006 -0.010 0.009
H -2.192822 3.918881 0.058803 -0.009 0.002 -0.001
H 5.383782 4.080954 4.128729 0.016 0.001 0.002
H 5.358763 7.545877 2.644689 0.002 -0.003 -0.012
H -1.852282 -5.136450 -1.459732 0.017 0.020 0.015
H 2.237734 7.023852 3.982892 0.006 0.013 0.004
H -0.038314 -3.562471 -7.424318 -0.004 -0.008 -0.013
H -0.758847 1.485852 -7.680102 0.007 0.006 -0.001


114
Properties=species:S:1:pos:R:3:forces:R:3 method="wB97M-V/def2-TZVPD" spin_multiplicity=2 relative_energy_kj_mol=136.5 energy_ha=-2860.1659 e_lumo_ev="-1.2 / -0.9"
Re 0.246377 -0.177566 0.236536 1.461 1.392 -1.254
O -0.932844 -2.051865 0.625183 0.485 0.402 -0.284
O 1.611743 -1.501767 -0.325608 -1.070 1.504 1.583
O 1.079745 1.006993 -1.095022 -1.916 -2.180 1.682
O 4.008985 0.852270 -3.143312 0.028 0.028 -0.020
O -1.136073 2.182284 -0.778958 -0.281 0.105 0.251
O -3.321180 1.433884 1.860207 0.443 -0.150 -0.072
O 3.337693 -1.275391 -3.476443 -0.171 -0.069 -0.152
O -1.375016 0.615735 1.201772 2.580 -2.067 -0.377
N 4.904764 2.795634 5.239453 0.239 0.206 0.241
C 3.795235 0.896845 2.557854 -0.157 0.132 0.161
C -4.472564 3.539422 0.050040 0.061 -0.052 -0.106
C -0.318588 -2.649244 2.840156 0.258 0.260 -0.237
C -0.737435 6.162832 2.196479 0.060 0.077 -0.008
C 1.116757 4.073920 -4.297267 -0.096 0.091 -0.171
C 0.089224 -1.667292 -2.736807 -0.091 -0.131 0.109
C 0.638779 3.249498 -5.300079 -0.044 0.185 -0.024
C -3.435912 2.847615 -0.562414 -0.052 0.008 -0.167
C -5.917202 3.004930 -1.794745 -0.059 -0.015 -0.082
C -0.896910 4.985205 2.902771 0.053 0.048 0.100
C -2.111970 2.638536 0.141945 -0.158 -0.486 0.355
C 5.687795 -0.697459 -3.898318 -0.565 0.033 0.169
C -5.707500 3.612376 -0.568108 -0.098 0.070 0.048
C 1.714010 2.154523 -2.974340 -0.079 0.037 0.173
C -1.341231 3.841356 2.263058 -0.020 -0.053 -0.192
C 4.206951 -0.285262 -3.975518 0.595 0.070 -0.612
C -1.084044 -4.369549 1.091312 -0.388 0.336 -0.203
C -4.880511 2.328448 -2.414128 -0.161 -0.006 -0.071
C 1.910810 1.722745 3.814904 0.255 0.011 -0.022
C -3.645802 2.246817 -1.799373 0.183 -0.003 0.116
C -0.740616 -3.231455 -4.356275 -0.019 -0.008 -0.077
C 3.271420 -1.070528 -2.084527 0.359 0.180 0.522
C 4.635191 4.079678 -0.195761 0.121 0.039 -0.033
C -1.015904 6.191634 0.839903 0.038 0.060 -0.083
C 2.728879 -3.785802 0.314997 -0.059 -0.002 -0.093
C 3.830974 0.038691 -5.421027 -0.119 -0.135 0.580
C 3.290438 1.637660 3.628104 -0.552 -0.454 -0.591
C 2.211100 1.526555 -1.662542 1.176 0.647 -0.320
C 4.079434 3.124472 -1.026886 -0.068 -0.034 0.073
C 2.812477 2.617208 -0.764451 -0.143 -0.070 0.103
C 1.276990 -3.697815 -3.136361 -0.086 0.079 -0.073
C 1.180959 -2.483077 -2.470632 -0.025 -0.024 0.181
C 2.924298 0.294546 1.673739 -0.030 -0.236 -0.245
C -1.633087 3.862598 0.904070 0.050 0.031 -0.030
C 2.095780 3.129331 0.307698 0.012 -0.032 -0.186
C 4.030143 -3.846746 -1.692454 0.008 0.070 0.136
C 1.649563 3.530428 -3.140600 0.052 -0.045 0.045
C 2.218190 -2.040996 -1.429026 0.069 -0.467 -1.073
C 2.653622 4.085780 1.138802 -0.044 0.106 0.087
C 3.013341 -3.266764 -0.939724 -0.123 0.153 0.198
C 4.177240 2.281629 4.516725 0.348 0.248 0.384
C 3.933813 4.552552 0.901927 0.007 0.062 0.019
C 0.327972 -4.063295 -4.073602 -0.066 -0.089 -0.095
C 3.456174 -4.847225 0.824353 0.087 -0.092 0.060
C -2.329234 1.459292 1.165383 -1.445 1.497 -0.416
C -0.797648 -2.943456 1.453463 0.219 -0.503 0.552
C 1.056864 1.117823 2.914767 -0.266 -0.039 -0.024
C 4.765469 -4.900436 -1.177432 0.028 -0.050 -0.079
C 1.192957 1.332980 -3.965570 -0.106 0.164 -0.028
C 3.374725 0.488551 -1.928892 -0.160 -0.133 0.427
C -0.859934 -2.032397 -3.676221 -0.120 0.111 0.016
C 0.666810 1.876905 -5.125149 -0.049 -0.201 0.075
C -1.457350 5.049059 0.198163 -0.002 -0.061 -0.008
C 1.539141 0.426064 1.802147 -0.758 -0.505 -0.474
C 4.487642 -5.400403 0.085015 0.032 -0.084 0.060
H 1.944518 -3.327751 0.898141 0.035 0.047 0.068
H -0.009533 1.195039 3.069650 -0.024 0.042 0.030
H 2.762451 0.205839 -5.494622 0.012 0.031 -0.054
H -1.169505 -2.272585 3.411420 -0.085 -0.017 0.020
H 4.076812 0.649811 -1.097212 -0.128 -0.096 -0.220
H 1.205728 0.262165 -3.832754 0.050 -0.098 -0.018
H 3.231368 -5.225416 1.811578 -0.001 -0.049 0.075
H 5.843757 -1.620879 -4.446563 0.056 -0.118 -0.115
H -1.677750 5.079196 -0.860870 -0.089 0.010 -0.092
H 0.423443 -1.848460 2.798501 -0.026 -0.024 0.074
H -0.127072 -4.848036 0.871540 0.108 0.026 0.027
H 1.100137 2.767832 0.508506 -0.075 -0.011 0.059
H 4.248105 -3.470675 -2.681702 0.067 0.076 -0.085
H 2.079794 4.461232 1.973617 -0.059 0.030 0.091
H 2.083844 -4.377872 -2.921901 0.049 -0.029 -0.041
H 0.428850 -5.008923 -4.584116 -0.016 -0.115 -0.061
H 0.237486 3.675570 -6.207973 -0.056 0.026 -0.063
H 4.864121 0.820444 2.420562 0.061 -0.041 -0.014
H -1.476284 -3.517787 -5.094311 -0.047 -0.010 -0.031
H -0.390479 7.054162 2.696932 0.010 0.089 0.056
H -2.833769 1.709423 -2.269278 -0.007 0.016 -0.023
H -1.545391 -4.903055 1.918581 0.005 -0.020 0.077
H 2.016562 4.189303 -2.368686 0.048 0.059 0.032
H -5.039257 1.852969 -3.371972 0.003 -0.015 -0.061
H 5.624000 4.455433 -0.411184 0.117 0.054 0.006
H -0.900459 7.108357 0.280566 0.040 0.068 -0.041
H 4.378953 5.285257 1.559269 0.026 0.054 0.042
H 5.561588 -5.330118 -1.768654 0.059 -0.041 -0.022
H -4.317253 4.004970 1.011357 0.020 0.016 0.096
H 1.518184 2.278355 4.653864 -0.030 0.028 0.082
H -1.469367 2.937077 2.834446 -0.085 -0.106 0.084
H 6.001107 -0.835362 -2.866537 0.061 -0.016 0.095
H -1.708124 -4.423234 0.200722 0.050 0.012 0.010
H 4.101828 -0.795473 -6.059983 0.102 -0.090 -0.108
H 3.318798 -0.287446 0.854051 0.072 0.006 -0.054
H 6.283985 0.095603 -4.340625 0.107 0.033 -0.012
H -1.692623 -1.373920 -3.879095 -0.073 0.050 0.015
H -0.544262 2.898667 -1.034614 0.080 0.000 -0.045
H -0.682006 4.956391 3.960810 0.028 -0.011 0.094
H 4.623359 2.774316 -1.890150 0.143 -0.048 -0.099
H 0.089635 -3.522865 3.339053 -0.034 -0.088 -0.004
H 1.068208 5.147700 -4.408296 0.028 0.080 -0.033
H -0.033647 -0.728637 -2.208593 0.026 0.088 -0.217
H -6.887641 3.056630 -2.266071 -0.080 0.027 -0.039
H 4.356469 0.935195 -5.736114 0.071 0.057 -0.056
H -6.518243 4.138218 -0.086936 -0.069 0.071 0.064
H 5.077125 -6.210291 0.492585 0.002 -0.040 -0.008
H 4.235306 -1.391493 -1.652570 -0.217 0.085 -0.065
H 0.272022 1.227709 -5.895390 0.002 -0.065 -0.037